Entry from the Open Molecules 2025 dataset: an isolated molecule of C2H4N4O in a non-equilibrium geometry (ωB97M-V/def2-TZVPD).

```
11
Properties=species:S:1:pos:R:3:nbo_charge:R:1
C -0.419 0.437 0.112 0.0260
C -2.831 0.221 -0.042 0.8679
N -1.678 -0.069 0.075 -0.5264
N 0.640 -1.602 -0.037 -0.5770
N 0.650 -0.335 0.067 0.1117
N 1.878 0.360 0.192 -0.6450
O -3.986 0.319 -0.137 -0.5080
H -0.284 1.501 0.207 0.1839
H 1.574 -1.999 -0.034 0.3205
H 1.832 1.317 -0.133 0.3732
H 2.625 -0.151 -0.268 0.3731
```

Charge: 0
HOMO energy (alpha / beta), eV: -7.582 / -7.582
Total energy, eV: -10143.425
Largest force on an atom, eV/Å: 1.29
Frontier orbital gap (alpha / beta), eV: 8.13 / 8.13
LUMO level (alpha / beta), eV: 0.545 / 0.545